An isolated molecule of CH6NP in a non-equilibrium geometry, computed with the ωB97M-V functional and the def2-TZVPD basis.

Calculated values
Relative energy (zero: lowest compared OMol25 entry of this formula, charge and spin) ... 0.763 eV
Total energy ... -11912.024 eV
HOMO-LUMO gap ... 10.10 eV
Total charge ... 0

Cartesian coordinates (Å):
C (1.162581, -0.686742, -0.178511)
N (0.128280, 0.362783, 0.173565)
P (-1.553999, 0.085215, 0.549546)
H (1.795709, -1.011184, 0.674274)
H (0.613242, -1.665945, -0.486338)
H (1.609916, -0.201850, -1.027766)
H (0.291167, 1.174173, -0.449985)
H (-1.874998, 1.230416, 1.337660)
H (-2.171899, 0.713133, -0.592446)

Forces on atoms 1 to 2 (eV/Å):
C -3.066 -1.207 0.511
N 0.157 0.590 -0.433

Here are the natural (NBO) charges for atoms 1 to 6, given in e: atom 1 (C): -0.4025, atom 2 (N): -0.9422, atom 3 (P): 0.5054, atom 4 (H): 0.1979, atom 5 (H): 0.1831, atom 6 (H): 0.2020


An isolated molecule of CH6NPS in a non-equilibrium geometry, computed with the ωB97M-V functional and the def2-TZVPD basis.

Calculated values
Relative energy (zero: lowest compared OMol25 entry of this formula, charge and spin) ... 2.733 eV
Expectation value of S² ... 2.01
Total energy ... -22743.490 eV
HOMO-LUMO gap (alpha / beta) ... 5.67 / 6.65 eV
Total charge ... 0
Spin multiplicity ... 3

Cartesian coordinates (Å):
C (-0.065031, 1.490363, -0.191064)
N (-0.945662, -1.549625, 0.055349)
P (0.038698, -0.032622, 1.010559)
S (1.908357, -0.642215, 0.289623)
H (0.752467, 1.334463, -0.970159)
H (0.441623, 2.358675, 0.332436)
H (-1.050585, 1.685951, -0.427360)
H (-1.918447, -1.331857, 0.149971)
H (-0.728121, -1.528999, -0.959781)
H (1.566700, -1.784134, 0.710426)

Forces on atoms 1 to 2 (eV/Å):
C 4.535 0.128 2.217
N 1.258 -1.016 -0.464

Here are the natural (NBO) charges for atoms 1 to 6, given in e: atom 1 (C): -0.9084, atom 2 (N): -1.0988, atom 3 (P): 0.6624, atom 4 (S): -0.1985, atom 5 (H): 0.2424, atom 6 (H): 0.2352


An isolated molecule of CH6NPS2 in a non-equilibrium geometry, computed with the ωB97M-V functional and the def2-TZVPD basis.

Calculated values
Relative energy (zero: lowest compared OMol25 entry of this formula, charge and spin) ... 0.000 eV
Total energy ... -33584.916 eV
HOMO-LUMO gap ... 9.39 eV
Total charge ... 0

Cartesian coordinates (Å):
C (-1.086220, -0.615767, 1.070399)
P (0.425102, 0.006263, 0.093436)
N (0.088057, -0.223995, -1.558964)
S (2.017154, -0.922223, 0.744103)
S (0.243239, 2.122109, 0.277852)
H (-1.223391, -0.139682, 1.999461)
H (-1.868297, -0.528624, 0.331525)
H (-0.997343, -1.700055, 0.979278)
H (0.763756, -0.919993, -1.924027)
H (-0.001757, 0.572311, -2.192009)
H (1.639698, 2.349655, 0.178944)

Forces on atoms 1 to 2 (eV/Å):
C 1.276 -0.432 -3.626
P -0.673 -0.501 0.809

Here are the natural (NBO) charges for atoms 1 to 6, given in e: atom 1 (C): -0.9362, atom 2 (P): 1.2739, atom 3 (N): -1.1963, atom 4 (S): -0.5683, atom 5 (S): -0.3336, atom 6 (H): 0.2512


A 2-piece molecular cluster, CH6NS overall in a non-equilibrium geometry, computed with the ωB97M-V functional and the def2-TZVPD basis.

Calculated values
Relative energy (zero: lowest compared OMol25 entry of this formula, charge and spin) ... 0.212 eV
Total energy ... -13460.296 eV
HOMO-LUMO gap ... 6.69 eV
Total charge ... -1

Cartesian coordinates (Å):
N (0.635718, 2.289335, -0.058985)
H (1.421048, 2.150659, -0.689338)
H (-0.188840, 2.662689, -0.506625)
H (0.442266, 1.275070, -0.035078)
C (-0.515052, -1.710547, 0.370828)
S (0.389422, -1.120316, -1.085146)
H (-0.544964, -0.956075, 1.119674)
H (-1.546075, -1.959520, 0.099357)
H (-0.093522, -2.631294, 0.785313)

Forces on atoms 1 to 2 (eV/Å):
N 0.361 -1.275 0.651
H -0.175 0.997 -0.538

Here are the natural (NBO) charges for atoms 1 to 6, given in e: atom 1 (N): -1.1211, atom 2 (H): 0.3570, atom 3 (H): 0.3421, atom 4 (H): 0.3984, atom 5 (C): -0.7375, atom 6 (S): -0.7449


A 2-piece molecular cluster, CH6NS overall in a non-equilibrium geometry, computed with the ωB97M-V functional and the def2-TZVPD basis.

Calculated values
Relative energy (zero: lowest compared OMol25 entry of this formula, charge and spin) ... 0.459 eV
Total energy ... -13460.048 eV
HOMO-LUMO gap ... 6.50 eV
Total charge ... -1

Cartesian coordinates (Å):
S (0.276092, 1.480672, 1.599786)
H (0.717168, 2.764641, 1.647078)
C (-0.186263, -0.771182, -1.521266)
N (-0.336228, -2.214880, -1.598511)
H (0.872932, -0.567924, -1.351570)
H (-0.679753, -0.246259, -0.692040)
H (-0.499445, -0.129277, -2.349405)
H (0.062481, -2.681898, -0.792226)
H (-1.253405, -2.475518, -1.890791)

Forces on atoms 1 to 2 (eV/Å):
S 0.115 0.344 0.000
H -0.123 -0.351 -0.007

Here are the natural (NBO) charges for atoms 1 to 6, given in e: atom 1 (S): -1.0796, atom 2 (H): 0.0844, atom 3 (C): -0.4357, atom 4 (N): -0.8713, atom 5 (H): 0.1992, atom 6 (H): 0.2112


A 2-piece molecular cluster, CH6NS overall in a non-equilibrium geometry, computed with the ωB97M-V functional and the def2-TZVPD basis.

Calculated values
Relative energy (zero: lowest compared OMol25 entry of this formula, charge and spin) ... 0.055 eV
Total energy ... -13460.452 eV
HOMO-LUMO gap ... 7.03 eV
Total charge ... -1

Cartesian coordinates (Å):
S (-1.143063, 2.415912, 0.494322)
H (-1.871524, 2.898394, -0.506800)
C (0.302635, -1.147394, 0.380167)
N (0.980174, -0.205496, -0.494761)
H (0.696807, -1.029536, 1.389608)
H (0.603736, -2.180308, 0.125986)
H (-0.787687, -1.158455, 0.351500)
H (0.620616, -0.330786, -1.442510)
H (0.598305, 0.737669, -0.297510)

Forces on atoms 1 to 2 (eV/Å):
S 0.207 -0.133 0.297
H -0.187 0.123 -0.307

Here are the natural (NBO) charges for atoms 1 to 6, given in e: atom 1 (S): -1.0597, atom 2 (H): 0.0849, atom 3 (C): -0.4043, atom 4 (N): -0.8687, atom 5 (H): 0.1812, atom 6 (H): 0.1523


A 2-piece molecular cluster, CH6NS overall in a non-equilibrium geometry, computed with the ωB97M-V functional and the def2-TZVPD basis.

Calculated values
Relative energy (zero: lowest compared OMol25 entry of this formula, charge and spin) ... 1.918 eV
Total energy ... -13450.193 eV
HOMO-LUMO gap ... 6.88 eV
Total charge ... +1

Cartesian coordinates (Å):
C (-0.102654, 0.668027, 0.057267)
N (-0.611002, 0.976258, -1.167994)
S (0.156349, -2.164874, 2.005503)
H (0.813456, 1.207064, 0.210208)
H (-0.744855, 0.169009, 0.738602)
H (-1.543578, 0.756998, -1.468108)
H (0.171559, -3.057143, 2.777527)
H (-0.051378, 1.628687, -1.796691)
H (-0.207923, -0.916952, 2.435890)

Forces on atoms 1 to 2 (eV/Å):
C -2.143 2.601 -5.528
N 3.046 0.424 3.203

Here are the natural (NBO) charges for atoms 1 to 6, given in e: atom 1 (C): 0.1845, atom 2 (N): -0.5856, atom 3 (S): -0.2790, atom 4 (H): 0.2442, atom 5 (H): 0.2407, atom 6 (H): 0.4485


A 2-piece molecular cluster, CH6NS2 overall in a non-equilibrium geometry, computed with the ωB97M-V functional and the def2-TZVPD basis.

Calculated values
Relative energy (zero: lowest compared OMol25 entry of this formula, charge and spin) ... 2.838 eV
Total energy ... -24284.581 eV
HOMO-LUMO gap (alpha / beta) ... 7.60 / 7.16 eV
Total charge ... +1

Cartesian coordinates (Å):
C (-0.979862, 0.126637, -0.190415)
N (-0.734528, 1.061321, -1.293620)
S (2.286095, -2.257188, 1.899160)
S (1.888621, -0.902293, 0.526964)
H (-1.681398, -0.597741, -0.484796)
H (-0.598386, 0.239184, 0.861058)
H (-0.517535, 0.509409, -2.055799)
H (0.038634, 1.723418, -1.114143)
H (-1.673800, 1.667503, -1.270843)
H (1.972160, -1.570250, 3.122433)

Forces on atoms 1 to 2 (eV/Å):
C 1.145 -0.014 1.808
N -2.170 3.218 4.099

Here are the natural (NBO) charges for atoms 1 to 6, given in e: atom 1 (C): -0.1536, atom 2 (N): -0.7284, atom 3 (S): 0.0995, atom 4 (S): -0.2071, atom 5 (H): 0.1984, atom 6 (H): 0.2542


A 2-piece molecular cluster, CH6O overall in a non-equilibrium geometry, computed with the ωB97M-V functional and the def2-TZVPD basis.

Calculated values
Relative energy (zero: lowest compared OMol25 entry of this formula, charge and spin) ... 0.075 eV
Total energy ... -3181.600 eV
HOMO-LUMO gap ... 12.40 eV
Total charge ... 0

Cartesian coordinates (Å):
C (-0.800791, -0.343646, 0.817118)
H (-0.356183, -1.080750, 1.501946)
H (-0.051099, 0.419993, 0.562535)
H (-1.134613, -0.850028, -0.100560)
H (-1.662162, 0.136622, 1.304326)
O (1.402582, 0.967110, -1.388670)
H (1.245922, 0.437562, -0.574241)
H (1.356345, 0.313137, -2.122455)

Forces on atoms 1 to 2 (eV/Å):
C 0.022 -0.108 0.051
H -0.177 0.258 -0.236

Here are the natural (NBO) charges for atoms 1 to 6, given in e: atom 1 (C): -0.8451, atom 2 (H): 0.2141, atom 3 (H): 0.1939, atom 4 (H): 0.2152, atom 5 (H): 0.2230, atom 6 (O): -0.9385


A 4-piece molecular cluster, CH6O2 overall in a non-equilibrium geometry, computed with the ωB97M-V functional and the def2-TZVPD basis.

Calculated values
Relative energy (zero: lowest compared OMol25 entry of this formula, charge and spin) ... 9.048 eV
Total energy ... -5219.843 eV
HOMO-LUMO gap ... 6.71 eV
Total charge ... 0

Cartesian coordinates (Å):
O (-0.144288, 1.276573, 0.687521)
H (0.517918, 0.419658, 0.341011)
H (-1.350074, 1.530111, 5.129155)
H (-1.496316, 2.415834, 4.554936)
C (-0.245749, -1.158629, -1.088156)
O (0.821689, -0.453383, -0.670678)
H (0.206923, -2.014387, -1.555719)
H (-0.974179, -1.493976, -0.356183)
H (-0.848989, -0.490996, -1.719002)

Forces on atoms 1 to 2 (eV/Å):
O 1.468 -2.317 -1.880
H -0.303 0.513 0.804

Here are the natural (NBO) charges for atoms 1 to 6, given in e: atom 1 (O): -0.3815, atom 2 (H): 0.4339, atom 3 (H): -0.0032, atom 4 (H): 0.0035, atom 5 (C): -0.2681, atom 6 (O): -0.3883